No. 1
ORCA calculation (ωB97M-V/def2-TZVPD) on a structure of composition C42H60InN6OS2Si.

Geometry as XYZ:
```
113
Properties=species:S:1:pos:R:3:lowdin_charge:R:1
In -0.88020 -0.20733 0.91402 0.627
N -1.71600 0.65717 3.07192 -0.040
C -2.90550 -0.04993 3.52362 -0.233
C -3.94290 -0.08473 2.40262 -0.222
N -3.35930 -0.72913 1.23402 -0.010
H -0.93930 0.45627 3.69302 0.042
H -1.86040 1.66267 3.09242 0.089
H -3.34040 0.40137 4.42472 0.127
H -2.61580 -1.07783 3.74782 0.095
H -4.23020 0.93637 2.12742 0.112
H -4.83690 -0.60593 2.77142 0.126
H -3.96100 -0.62093 0.42492 0.066
H -3.27070 -1.73003 1.39872 0.035
C 6.65330 -0.28763 -1.43378 -0.103
C 6.70910 -1.10233 -0.14348 -0.251
C 5.60310 -0.71263 0.83852 -0.190
C 4.21250 -1.08283 0.30502 -0.184
N 3.13480 -0.71173 1.19812 0.008
C 2.60680 0.50717 1.35822 -0.782
S 1.33800 0.66627 2.45382 0.700
N 3.06580 1.54077 0.65082 0.035
C 2.72880 2.91387 0.95282 -0.227
C 3.78350 3.57317 1.84342 -0.179
C 5.15650 3.68827 1.17672 -0.253
C 5.09140 4.39127 -0.17678 -0.103
H 7.53060 -0.48023 -2.04608 0.075
H 6.63920 0.77877 -1.21088 0.070
H 5.77800 -0.53753 -2.03058 0.063
H 7.67360 -0.93323 0.33852 0.110
H 6.63650 -2.16853 -0.36808 0.110
H 5.65910 0.36417 1.01582 0.091
H 5.76680 -1.21223 1.79562 0.120
H 4.16000 -2.16433 0.16102 0.133
H 4.04220 -0.60643 -0.66448 0.113
H 2.76600 -1.40813 1.83002 0.127
H 3.91770 1.40887 0.12442 0.125
H 1.76170 2.90717 1.45922 0.072
H 2.62770 3.46497 0.01762 0.109
H 3.87130 3.00647 2.77282 0.114
H 3.42340 4.57047 2.09652 0.120
H 5.60580 2.69857 1.05522 0.082
H 5.81000 4.24997 1.84642 0.111
H 4.61130 3.76847 -0.93068 0.058
H 6.09130 4.63227 -0.52908 0.075
H 4.52510 5.31657 -0.09448 0.081
C -1.92130 6.04277 0.83572 -0.077
C -1.00510 5.78687 -0.17038 -0.074
C -0.82560 4.49457 -0.63408 -0.088
C -1.54230 3.43347 -0.08678 -0.281
C -2.43480 3.70467 0.94662 -0.129
C -2.63560 4.99627 1.39752 -0.078
Si -1.44760 1.68237 -0.82638 0.721
C -0.36620 1.80407 -2.38478 -0.297
C 1.02230 1.81417 -2.31098 -0.129
C 1.79560 2.03137 -3.43838 -0.087
C 1.18550 2.24007 -4.66468 -0.079
C -0.19490 2.21847 -4.75578 -0.070
C -0.96250 1.99957 -3.62648 -0.081
C -3.17310 1.15507 -1.41138 -0.318
C -4.25570 2.02597 -1.45568 -0.085
C -5.47800 1.60507 -1.95228 -0.073
C -5.63140 0.31377 -2.42918 -0.074
C -4.55830 -0.56463 -2.39318 -0.084
C -3.34720 -0.14493 -1.87608 -0.159
H -2.08080 7.05107 1.18812 0.106
H -0.44200 6.60177 -0.60308 0.106
H -0.13360 4.31147 -1.44358 0.097
H -2.99650 2.88607 1.38342 0.083
H -3.35870 5.19177 2.17622 0.106
H 1.49400 1.63927 -1.35198 0.082
H 2.87520 2.05257 -3.36338 0.101
H 1.78750 2.41517 -5.54268 0.105
H -0.67200 2.38027 -5.70858 0.106
H -2.03870 1.98857 -3.71488 0.105
H -4.14010 3.04177 -1.10478 0.100
H -6.31220 2.29067 -1.97318 0.106
H -6.58230 -0.00763 -2.82808 0.105
H -4.66090 -1.57273 -2.77048 0.084
H -2.52070 -0.84243 -1.81278 0.060
C -0.79770 -2.14023 1.92852 -0.106
C -1.25110 -2.94243 2.72052 -0.145
C -1.81470 -3.79973 3.70702 -0.266
C -2.80360 -4.72733 3.37592 -0.032
C -3.43270 -5.45323 4.36992 -0.076
C -3.08790 -5.26693 5.69952 -0.081
C -2.11120 -4.34363 6.03622 -0.078
C -1.47480 -3.61543 5.04982 -0.041
H -3.08410 -4.85773 2.33892 0.097
H -4.21000 -6.15773 4.11102 0.106
H -3.58280 -5.83463 6.47182 0.104
H -1.85650 -4.17833 7.07282 0.105
H -0.72030 -2.88493 5.30902 0.116
C 0.77020 -2.82013 -3.17018 -0.139
C 1.59310 -3.16003 -1.93068 -0.145
C 0.76740 -2.47963 -0.84968 -0.243
O 0.33590 -1.24703 -1.42938 -0.241
C 0.27510 -1.40593 -2.85108 -0.174
H -0.07110 -3.50603 -3.25618 0.092
H 1.34320 -2.85023 -4.09378 0.117
H 2.57930 -2.69893 -1.99438 0.106
H 1.71240 -4.22813 -1.76868 0.116
H 1.32570 -2.24343 0.05802 0.085
H -0.11120 -3.07493 -0.57188 0.067
H 0.91980 -0.64443 -3.30328 0.112
H -0.74740 -1.23563 -3.20258 0.117
N -4.34540 -4.49913 -2.78528 0.087
C -3.18250 -4.51883 -2.10438 -0.968
N -2.18040 -5.27183 -2.61308 0.084
S -2.96900 -3.60683 -0.74588 0.677
H -4.49710 -5.08003 -3.59228 0.107
H -5.11160 -3.96663 -2.40998 0.089
H -2.37180 -5.95393 -3.32658 0.105
H -1.37150 -5.42083 -2.03288 0.092
```

Values from the calculation:
Orbital gap = 8.724 eV
Charge = +1

---

No. 2
ORCA calculation (ωB97M-V/def2-TZVPD) on a cluster of 2 separate species, C4H8FOP in total at a distorted geometry.

Geometry as XYZ:
```
15
Properties=species:S:1:pos:R:3:lowdin_charge:R:1
C -0.38568 0.84164 -0.03767 -0.545
C -1.13316 1.13716 1.21963 0.008
C -0.66460 -1.97175 -0.72328 0.114
C 0.69336 -0.14253 -0.01915 -0.522
O -0.72249 1.36911 -1.05533 0.052
F 1.07362 -0.63424 1.16405 -0.031
P 2.21286 0.00276 -1.15127 0.854
H -2.18742 0.97732 1.14809 0.087
H -0.72677 0.74907 2.03864 0.022
H -1.17262 2.25561 1.31597 0.118
H -0.90164 -2.42887 0.21793 0.007
H -1.59932 -1.62818 -1.11850 0.013
H 0.19295 -2.36774 -1.32983 0.028
H 3.06464 0.40545 -0.13096 -0.131
H 2.25628 1.43518 -1.53834 -0.075
```

Values from the calculation:
Orbital gap (spin up / spin down) = 8.474 / 8.474 eV
Energy above the lowest of the compared OMol25 structures with the same formula, charge and spin = 116.7 kcal/mol

---

No. 3
ORCA calculation (ωB97M-V/def2-TZVPD) on an isolated molecule of C5H10O.

Geometry as XYZ:
```
16
Properties=species:S:1:pos:R:3:lowdin_charge:R:1
O -1.75492 1.41950 -0.78625 -0.064
C -0.68349 0.95872 -1.58477 -0.280
C 0.01514 -0.26230 -0.99683 -0.168
C 0.58575 0.01248 0.38222 -0.322
C 1.16925 -1.10634 1.19276 -0.129
C -0.12447 -0.47504 1.62020 -0.129
H -1.40392 1.58150 0.09719 0.077
H 0.05968 1.75868 -1.74786 0.117
H -1.11683 0.71781 -2.56093 0.117
H 0.82053 -0.56445 -1.67991 0.118
H -0.69488 -1.09883 -0.94184 0.123
H 1.09635 0.96989 0.47614 0.138
H 1.12947 -2.10470 0.76434 0.103
H 2.05945 -0.90005 1.77946 0.098
H -1.03259 -1.05332 1.47388 0.104
H -0.12452 0.14644 2.51220 0.098
```

Values from the calculation:
Orbital gap = 11.201 eV
Energy above the lowest of the compared OMol25 structures with the same formula, charge and spin = 26.0 kcal/mol

---

No. 4
ORCA calculation (ωB97M-V/def2-TZVPD) on a structure of composition C19H19FeN2O4 at a distorted geometry.

Geometry as XYZ:
```
45
Properties=species:S:1:pos:R:3:lowdin_spin:R:1
O 3.73758 5.28835 -2.45611 -0.010
C 2.83619 4.59188 -2.67987 0.026
Fe 1.55829 3.32933 -2.72561 1.830
C 2.88423 2.13073 -2.73385 0.029
O 3.83589 1.49124 -2.54862 -0.007
C 1.59052 3.25036 -0.95091 -0.028
O 1.88025 3.21806 0.17536 -0.039
C 0.07859 1.91149 -2.87088 0.196
C -1.12040 2.62851 -2.49625 0.154
C -1.12827 3.97914 -2.51703 0.157
C 0.06949 4.69812 -2.90736 0.202
C 0.65381 4.50206 -4.20177 0.057
C 0.52715 3.29820 -4.89787 0.305
C 0.67876 2.11465 -4.15704 0.056
H 0.27993 0.97114 -2.32757 0.004
H -1.96780 2.06228 -2.08579 0.011
H -1.98836 4.54779 -2.13523 0.012
H 0.27837 5.65103 -2.39604 0.003
H 1.14487 5.36000 -4.67951 0.012
H 0.64492 3.28296 -5.98254 0.018
H 1.19876 1.26824 -4.62392 0.012
C -1.10642 -3.52041 5.28446 0.005
C -1.32028 -2.59090 4.09135 0.040
N -0.67832 -3.09310 2.87172 0.445
C -0.63350 -2.24978 1.76326 0.045
C -1.16176 -0.93845 1.79870 0.122
C -1.01654 -0.10642 0.67797 -0.025
N -0.37503 -0.46693 -0.44436 0.144
C 0.12181 -1.71315 -0.48632 -0.024
C 0.01136 -2.63553 0.56304 0.133
C -0.63875 -4.54028 2.63476 0.041
C -0.52703 -5.35867 3.92270 0.003
O -1.39276 -4.87935 4.95180 0.004
H -0.07043 -3.41783 5.66206 0.000
H -1.83615 -3.29190 6.07293 0.000
H -2.41597 -2.50518 3.94213 0.023
H -0.91138 -1.60120 4.34455 0.006
H -1.68436 -0.55235 2.67158 0.007
H -1.42938 0.90503 0.69437 -0.003
H 0.64520 -1.99203 -1.40295 -0.003
H 0.46046 -3.61814 0.43770 0.006
H -1.57142 -4.87311 2.13490 0.024
H 0.21832 -4.78832 1.99612 0.008
H -0.88556 -6.38220 3.74470 0.000
H 0.52511 -5.36537 4.27119 0.001
```

Values from the calculation:
Orbital gap (spin up / spin down) = 4.423 / 2.552 eV
Expectation value of S² = 6.1684
Energy above the lowest of the compared OMol25 structures with the same formula, charge and spin = 30.3 kcal/mol
Charge = +1
2S+1 = 5

---

| no. | E_tot (a.u.) |
| --- | --- |
| 1 | -3316.063814 |
| 2 | -673.515642 |
| 3 | -271.711205 |
| 4 | -2409.076739 |